# C29H38N3NiO3Si2

C29H38N3NiO3Si2 as an isolated structure (ωB97M-V with the def2-TZVPD basis set, the OMol25 dataset).

Last column: Löwdin charge in e.
Element x y z (Å)
Ni  -0.8340  0.3023  -0.5706  0.6345
C  1.4703  -3.4700  -1.7117  -0.0412
C  1.0309  -2.1287  -1.7028  -0.1075
N  -0.0944  -1.7624  -1.1304  0.0955
C  -0.8630  -2.7024  -0.5219  -0.1534
C  -0.4738  -4.0483  -0.4196  -0.1646
C  0.7344  -4.4150  -1.0618  -0.0145
C  -1.2820  -4.9524  0.3130  -0.0618
C  -2.4125  -4.4913  0.9241  -0.0972
C  -2.8335  -3.1508  0.7844  -0.0333
C  -2.1110  -2.2531  0.0198  -0.2027
N  -2.4015  -0.9475  -0.2865  0.0331
C  -3.6295  -0.3837  -0.3549  -0.2067
C  -4.8858  -0.9411  -0.1339  -0.0245
C  -6.0486  -0.1464  -0.1905  -0.0972
C  -6.0152  1.1876  -0.4914  -0.0708
C  -4.7754  1.7680  -0.8537  -0.1717
C  -4.6229  3.1030  -1.2885  -0.0093
C  -3.3998  3.5550  -1.6972  -0.0297
C  -2.3053  2.6743  -1.6867  -0.0807
N  -2.4122  1.4361  -1.2574  0.0929
C  -3.6126  0.9786  -0.8162  -0.1546
H  2.3996  -3.7159  -2.2073  0.1073
H  1.6368  -1.3487  -2.1387  0.0729
H  1.0630  -5.4474  -1.0147  0.1127
H  -0.9811  -5.9899  0.3945  0.1028
H  -3.0164  -5.1685  1.5156  0.0963
H  -3.7145  -2.8182  1.3119  0.0899
H  -4.9873  -1.9958  0.0617  0.0820
H  -7.0006  -0.6173  0.0261  0.0988
H  -6.9129  1.7927  -0.4925  0.1001
H  -5.4891  3.7550  -1.2977  0.1147
H  -3.2530  4.5756  -2.0208  0.1076
H  -1.3251  2.9898  -2.0187  0.1215
C  -2.2389  2.5189  2.2494  -0.0004
C  -0.8236  2.0430  1.9522  -0.5004
C  0.1116  2.2820  3.1250  -0.0085
O  -0.8219  0.6425  1.6171  -0.0434
C  -0.2845  2.8037  0.7199  -0.5955
O  -0.1901  4.0228  0.8239  0.0403
O  0.0059  2.1042  -0.3057  -0.0923
H  -2.5817  2.1515  3.2218  0.0873
H  -2.9310  2.1704  1.4783  0.0763
H  -2.2508  3.6075  2.2582  0.0928
H  -0.2416  1.7530  4.0145  0.0858
H  0.1586  3.3501  3.3337  0.0898
H  1.1147  1.9316  2.8756  0.0902
H  -1.4685  0.1718  2.1552  0.1142
C  4.2060  2.4658  -1.0924  -0.2034
Si  3.1359  1.0064  -1.6460  0.3450
C  4.2964  -0.0212  -2.7645  -0.2042
C  1.7208  1.6079  -2.7619  -0.1909
C  2.4998  0.0398  -0.2781  -0.3646
Si  3.3025  -0.7523  1.1083  0.3300
C  4.4178  -2.2203  0.6274  -0.2045
C  1.9839  -1.4595  2.2642  -0.1821
C  4.4804  0.3634  2.0986  -0.2085
H  4.5812  3.0783  -1.9232  0.0120
H  5.0698  2.0831  -0.5397  0.0095
H  3.6323  3.1078  -0.4189  0.0203
H  5.0083  0.6046  -3.3179  0.0105
H  3.7367  -0.6101  -3.5007  0.0081
H  4.8702  -0.7198  -2.1485  -0.0002
H  1.9500  1.5391  -3.8299  0.0169
H  1.4560  2.6426  -2.5276  0.0182
H  0.8274  1.0039  -2.5735  -0.0089
H  1.4070  0.0533  -0.1705  -0.0615
H  3.8228  -3.0199  0.1732  0.0005
H  4.9453  -2.6405  1.4944  0.0127
H  5.1716  -1.9061  -0.1015  0.0045
H  1.4174  -2.2325  1.7306  0.0150
H  1.2745  -0.6779  2.5474  -0.0016
H  2.3932  -1.9059  3.1768  0.0174
H  5.3941  0.5342  1.5186  0.0106
H  4.7751  -0.0779  3.0594  0.0101
H  4.0237  1.3377  2.2915  0.0115

Results
calculated total energy: -98104.0948 eV
2S+1: 1
molar mass: 591.5 g/mol
frontier orbital gap (spin up / spin down): 4.471 / 4.462 eV
charge: -1